C3H5BrOS | ωB97M-V/def2-TZVPD

```
11
Properties=species:S:1:pos:R:3:mulliken_charge:R:1
C -0.45004 0.18570 0.10633 0.223
C 0.34310 -0.76622 0.51467 -0.675
C -1.91338 -0.07710 -0.19331 -1.086
O 2.12789 1.79983 0.14774 -0.476
S 2.57059 0.46900 0.66194 0.359
Br 3.63276 -0.57838 -0.92091 -0.069
H -0.15883 1.20250 -0.09294 0.358
H 0.36264 -1.75545 0.54705 0.435
H -2.18200 0.47423 -1.05434 0.328
H -1.88283 -1.10029 -0.42882 0.304
H -2.44991 0.14619 0.71259 0.299
```

gap between HOMO and LUMO (alpha / beta)	0.294 / 0.294	hartree
net charge	0
LUMO energy (alpha / beta)	-0.66 / -0.67	eV

=====

C38H56MnN5O4S | ωB97M-V/def2-TZVPD

```
105
Properties=species:S:1:pos:R:3:mulliken_charge:R:1
Mn 0.73825 1.37364 0.04986 0.475
C -4.30439 -3.80139 -0.47718 -2.174
C -4.65006 -2.76482 -1.54660 2.151
C -4.65503 -3.46833 -2.91152 -1.761
C -6.05670 -2.22583 -1.24948 -1.795
C -3.65293 -1.60849 -1.57201 -0.782
C -2.58859 -1.53507 -0.71596 -0.494
C -1.68732 -0.43634 -0.76261 0.233
N -0.65630 -0.22388 0.03901 -0.075
C -0.11791 -1.15433 0.94508 -0.678
C -0.80884 -1.98567 1.81118 -0.406
C -0.11328 -2.82498 2.67797 -0.457
C 1.27383 -2.78362 2.64201 -0.590
C 2.01531 -1.93397 1.81656 -0.220
C 1.29759 -1.09044 0.95922 1.177
O 1.86247 -0.19253 0.15623 -1.141
C 3.54147 -1.91610 1.97544 2.653
C 3.87833 -1.34025 3.36014 -1.475
C 4.09662 -3.34631 1.87353 -1.869
C 4.27953 -1.07147 0.93008 -2.094
C -0.81959 -3.74706 3.67323 2.224
C -0.41230 -5.20346 3.41021 -1.699
C -2.34198 -3.65569 3.56057 -2.035
C -0.42396 -3.36348 5.10610 -1.746
C -1.80299 0.53443 -1.86196 -0.017
O -0.82554 1.31064 -2.03967 -0.564
C -2.98153 0.49273 -2.68222 -0.226
C -3.84489 -0.56366 -2.51139 -0.400
C -3.32654 1.54188 -3.75249 2.434
C -3.37682 0.86878 -5.13223 -1.804
C -4.70809 2.13592 -3.43368 -1.872
C -2.35360 2.72242 -3.84307 -2.011
H -5.03839 -4.61034 -0.50090 0.516
H -4.31928 -3.36356 0.52287 0.395
H -3.31753 -4.23731 -0.64396 0.400
H -5.37033 -4.29557 -2.91189 0.456
H -3.66460 -3.86810 -3.13762 0.363
H -4.93066 -2.78275 -3.71413 0.325
H -6.78035 -3.04554 -1.22776 0.478
H -6.38236 -1.50947 -2.00496 0.313
H -6.07576 -1.72277 -0.28092 0.362
H -2.40720 -2.31667 0.00139 0.716
H -1.88505 -1.91994 1.85304 1.134
H 1.81720 -3.42117 3.32981 0.386
H 3.42834 -1.93195 4.15975 0.264
H 3.50453 -0.31820 3.44544 0.147
H 4.96203 -1.32417 3.51193 0.468
H 3.69772 -4.00820 2.64244 0.303
H 5.18452 -3.32835 1.98382 0.465
H 3.85855 -3.77955 0.89960 0.399
H 4.00513 -0.01957 0.98808 0.206
H 4.06101 -1.41179 -0.08307 0.353
H 5.35544 -1.17260 1.10659 0.532
H -0.69578 -5.50266 2.39890 0.346
H -0.90451 -5.87389 4.12102 0.468
H 0.66582 -5.33857 3.50796 0.283
H -2.68602 -3.93363 2.56153 0.256
H -2.70073 -2.64819 3.77886 0.380
H -2.80419 -4.33918 4.27705 0.485
H 0.65231 -3.45569 5.25867 0.311
H -0.92617 -4.01213 5.83024 0.457
H -0.70169 -2.32891 5.31502 0.376
H -4.72227 -0.61575 -3.14643 0.362
H -4.12436 0.07456 -5.16601 0.321
H -2.40797 0.42742 -5.37601 0.334
H -3.62389 1.60310 -5.90455 0.465
H -5.48613 1.37205 -3.40312 0.310
H -4.98555 2.87044 -4.19513 0.482
H -4.69058 2.63531 -2.46331 0.388
H -1.35649 2.40766 -4.14437 0.335
H -2.26012 3.23289 -2.88467 0.319
H -2.73730 3.43075 -4.58443 0.570
C 2.52278 3.15760 -4.70043 -1.353
C 1.64842 3.76352 -3.66965 1.133
N 1.12514 4.94186 -3.71842 -0.960
N 0.40130 5.02790 -2.55738 0.265
C 0.45964 3.92946 -1.78315 0.411
S -0.28590 3.67180 -0.32172 -0.615
N 1.28544 3.10791 -2.51217 0.834
N 1.64947 1.83326 -2.14079 -0.951
H 2.60660 3.84595 -5.53702 0.382
H 2.10441 2.21306 -5.05063 0.283
H 3.51693 2.95539 -4.29964 0.295
H -0.11892 5.85675 -2.33666 0.185
H 2.63994 1.73373 -1.97082 0.309
H 1.17502 1.13129 -2.69304 0.281
O 0.80599 2.97649 3.67600 -0.662
C 0.83960 1.96549 2.98956 0.125
O 0.09906 1.68294 1.97825 -0.593
H 1.58160 1.17304 3.24220 0.074
C 5.35526 4.35453 0.55738 -1.715
C 4.29320 3.92275 1.57470 1.892
C 4.95629 3.14135 2.71782 -1.654
C 3.58130 5.15408 2.15087 -1.606
C 3.28579 3.06526 0.93179 0.228
C 2.36711 2.42788 0.46497 0.043
H 6.10150 4.99396 1.03710 0.402
H 4.89660 4.91261 -0.26118 0.319
H 5.86299 3.48385 0.13799 0.366
H 5.69839 3.76565 3.22423 0.431
H 5.45105 2.24550 2.33760 0.306
H 4.20406 2.83393 3.44544 0.301
H 4.29801 5.79278 2.67622 0.429
H 2.79725 4.84469 2.84329 0.306
H 3.11313 5.73249 1.35219 0.315
```

multiplicity	6
⟨S²⟩	8.8446
gap between HOMO and LUMO (alpha / beta)	0.222 / 0.231	hartree
net charge	-1
LUMO energy (alpha / beta)	2.27 / 1.75	eV

=====

C23H70O15 | ωB97M-V/def2-TZVPD

```
108
Properties=species:S:1:pos:R:3:mulliken_charge:R:1
O 16.10068 17.79481 -23.94654 0.537
C 16.26446 17.45028 -22.60374 0.114
C 15.24084 16.44651 -22.18029 -0.892
O 15.21460 15.21598 -22.90162 0.219
H 16.70490 18.56079 -24.13075 -0.326
H 17.28313 17.05318 -22.48411 -0.377
H 16.14672 18.29988 -21.91697 0.149
H 14.26031 16.93025 -22.31442 0.162
H 15.28424 16.26556 -21.10461 0.585
H 14.79642 15.45121 -23.75468 -0.290
O 17.48252 13.69246 -21.92369 -0.551
C 18.14413 14.18443 -20.77035 0.371
C 19.32704 13.31790 -20.56767 -0.601
O 20.11915 13.83039 -19.47149 -0.518
H 16.72724 14.26134 -22.16763 0.167
H 18.44486 15.22690 -20.97927 -0.207
H 17.47081 14.21369 -19.91293 0.395
H 19.88411 13.21209 -21.51736 0.232
H 19.00382 12.27346 -20.38710 0.317
H 20.65641 13.11495 -19.12333 0.297
O 16.14949 17.36391 -26.64523 -0.429
C 15.14566 16.97864 -27.55508 -0.250
C 13.79209 17.08344 -26.94266 -0.470
O 13.70330 16.10056 -25.86174 -0.197
H 15.72454 17.52061 -25.76870 0.340
H 15.16423 17.58332 -28.46843 0.378
H 15.31641 15.93483 -27.83591 0.194
H 13.03180 16.80490 -27.69620 0.399
H 13.57276 18.10155 -26.59570 0.074
H 13.07446 16.47455 -25.17292 0.312
C 14.82760 13.11445 -25.36860 0.887
C 15.83828 12.22041 -26.09229 -0.613
O 15.22395 10.99418 -26.60911 -0.586
H 14.07900 13.42066 -26.10237 0.176
H 15.28949 14.05796 -25.08744 -0.692
H 14.36348 12.59682 -24.53366 -0.122
H 16.65098 11.91221 -25.41476 0.243
H 16.31917 12.77329 -26.90002 0.332
H 15.15967 10.38092 -25.87428 0.317
C 18.80830 21.65179 -23.29125 -1.189
C 18.05159 20.89557 -24.34241 0.229
O 18.33156 19.47282 -24.27854 -0.423
H 19.86284 21.36778 -23.30749 0.289
H 18.45111 21.37838 -22.29466 0.243
H 18.70994 22.72761 -23.42923 0.391
H 18.26214 21.28131 -25.34568 0.402
H 16.96971 21.02472 -24.21256 -0.160
H 18.99276 19.25453 -24.94397 0.219
C 18.99797 15.24394 -24.59646 -0.577
C 18.02002 14.71408 -25.60785 0.757
O 18.10407 15.33749 -26.89929 -0.662
H 18.91660 14.66164 -23.67431 0.018
H 18.85002 16.29651 -24.37930 -0.146
H 20.00828 15.07996 -24.98572 0.431
H 16.99211 14.78673 -25.22391 -0.624
H 18.22600 13.64690 -25.73900 0.460
H 17.64398 16.21464 -26.84316 0.344
C 14.11658 20.60257 -24.71889 -0.861
C 13.78480 20.75751 -23.25970 -0.183
O 12.86648 19.70066 -22.88151 -0.444
H 14.82847 19.78163 -24.82101 -0.147
H 14.58320 21.50268 -25.12909 0.445
H 13.24677 20.39835 -25.34190 0.414
H 13.34536 21.74107 -23.04719 0.496
H 14.69934 20.64704 -22.66236 0.231
H 12.85850 19.61864 -21.90888 0.010
C 12.08240 16.59045 -17.78750 -0.597
C 13.30114 15.83467 -17.28810 -0.237
O 13.36462 15.79722 -15.86628 -0.550
H 11.14524 16.04093 -17.63594 0.437
H 12.16467 16.74304 -18.86794 -0.042
H 11.99283 17.53247 -17.24586 0.239
H 14.17347 16.41356 -17.58891 0.209
H 13.30165 14.83396 -17.72577 0.239
H 12.58393 15.31420 -15.55993 0.312
C 12.98010 12.78309 -21.64668 -0.638
C 12.44007 11.40859 -21.94499 -0.363
O 11.04184 11.46895 -22.20063 -0.533
H 12.39147 13.25855 -20.85226 0.430
H 12.93667 13.43347 -22.51424 0.016
H 13.99520 12.64356 -21.27690 0.281
H 12.70090 10.71811 -21.13106 0.338
H 12.97765 11.04103 -22.83953 0.191
H 10.69067 10.57481 -22.20205 0.295
C 11.56551 21.06551 -19.93220 -0.977
C 11.67390 19.61916 -19.55908 -0.257
O 12.99956 19.15852 -19.91415 -0.421
H 11.96533 21.27608 -20.92081 0.131
H 12.21448 21.62868 -19.24473 0.317
H 10.56998 21.47544 -19.76442 0.381
H 10.94717 18.97350 -20.05365 0.202
H 11.49070 19.50658 -18.48930 0.410
H 13.52754 19.14294 -19.10706 0.233
C 18.55952 18.24325 -20.23663 -0.573
C 19.53532 18.89345 -19.27315 -0.572
O 18.75832 19.65624 -18.31334 -0.543
H 19.04265 17.71586 -21.06325 0.304
H 17.89046 18.98967 -20.66646 0.188
H 17.95184 17.48879 -19.72504 0.245
H 20.21613 19.56354 -19.81930 0.295
H 20.12903 18.09594 -18.80179 0.355
H 19.32978 20.09115 -17.67381 0.297
C 10.98414 16.85227 -23.02435 -0.570
O 12.07412 17.21336 -23.87818 -0.421
H 11.18988 17.04711 -21.96544 0.029
H 10.07903 17.42896 -23.28570 0.279
H 10.72255 15.80710 -23.17117 0.337
H 12.31212 18.16749 -23.64346 0.271
```

SMILES string	OCCO.OCCO.OCCO.CCO.CCO.CCO.CCO.CCO.CCO.CCO.CCO.CO
gap between HOMO and LUMO	0.349	hartree
net charge	0
LUMO energy	0.28	eV

=====

C36H42AsN2O3ScSi2Te | ωB97M-V/def2-TZVPD

```
88
Properties=species:S:1:pos:R:3:mulliken_charge:R:1
Sc -0.23207 -1.27855 -0.80950 0.110
C -0.40614 5.24573 1.15454 -1.627
C -0.79783 3.79290 0.92474 0.644
C -1.30539 3.00298 1.97840 -0.760
C -1.58831 1.65638 1.79271 0.905
C -1.86245 0.78666 2.98169 -0.180
O -1.05620 0.62624 3.90794 -0.715
C -3.14810 -0.01184 2.99137 0.551
C -3.42189 -0.76491 4.15855 -0.385
C -4.62347 -1.49434 4.24756 -0.566
C -5.51041 -1.48874 3.19398 -0.541
C -5.17443 -0.81619 2.02209 -0.876
C -4.04782 -0.04637 1.89683 -0.117
C -1.36919 1.08821 0.50101 1.334
O -1.43747 -0.24345 0.36519 -0.804
C -1.08126 1.89194 -0.61104 -0.458
C -0.66831 3.24075 -0.35916 -1.077
C -1.09395 1.37898 -2.01739 0.986
N -0.77430 0.12372 -2.30902 0.701
C -0.92365 -0.58383 -3.58871 -0.883
C 0.43445 -1.00976 -4.20445 -1.010
Te 2.07506 -1.64306 -2.90172 0.327
C 3.11763 0.18605 -2.96795 0.044
C 3.38177 0.85890 -1.77617 0.380
C 4.20244 1.99443 -1.77273 -0.597
C 4.81899 2.39378 -2.93891 -0.441
C 4.54529 1.74510 -4.12215 -0.586
C 3.65681 0.68725 -4.19161 -0.395
C -1.44056 2.42652 -2.99198 -0.133
C -0.72993 2.57955 -4.21139 -0.215
C -1.19829 3.41501 -5.21754 -0.684
C -2.32591 4.21913 -4.95212 -0.490
C -2.91031 4.24271 -3.66753 -0.852
C -2.48778 3.33850 -2.72086 -0.112
H 0.22409 5.30270 2.02740 0.378
H -1.27175 5.88533 1.41030 0.313
H 0.12047 5.59082 0.26309 0.372
H -1.51893 3.47638 2.94735 0.478
H -2.69034 -0.74271 4.98101 0.398
H -4.79183 -2.03355 5.15911 0.422
H -6.43290 -2.03917 3.33886 0.392
H -5.84065 -0.91916 1.16580 0.370
H -3.84799 0.47403 0.97466 0.509
H -0.27382 3.86954 -1.15040 0.421
H -1.55086 0.08050 -4.22145 0.610
H -1.53774 -1.49652 -3.44690 0.182
H 0.91331 -0.17730 -4.76409 0.293
H 0.23958 -1.82277 -4.91396 0.644
H 2.87003 0.58028 -0.82823 -0.033
H 4.42476 2.50800 -0.82191 0.390
H 5.49969 3.25473 -2.91740 0.369
H 5.04010 2.02580 -5.05753 0.336
H 3.39335 0.20904 -5.14561 0.391
H 0.16881 1.98925 -4.37993 0.454
H -0.77840 3.42361 -6.22905 0.406
H -2.75994 4.84954 -5.72419 0.394
H -3.61932 5.02216 -3.40455 0.402
H -2.92761 3.22546 -1.72727 0.465
C 2.27373 0.70081 2.07106 -0.761
Si 2.68035 -1.16417 2.27219 0.562
C 1.87004 -1.37313 3.96835 -0.928
C 4.52594 -1.62428 2.47049 -1.143
As 2.05197 -2.48198 0.42283 -0.157
Si 0.95876 -4.14810 1.69238 0.570
C -0.61260 -3.48373 2.58663 -0.564
C 0.37614 -5.44647 0.38714 -1.041
C 2.09826 -4.98992 2.98500 -1.211
H 2.06939 1.10267 3.05082 0.440
H 1.36424 0.90779 1.47971 -0.131
H 3.11458 1.26530 1.57870 0.243
H 2.45790 -0.78084 4.67218 0.442
H 1.89176 -2.37661 4.39578 0.306
H 0.82601 -1.00808 3.85777 0.007
H 4.86206 -1.00001 3.31318 0.347
H 5.19173 -1.33076 1.64140 0.316
H 4.66627 -2.69147 2.72767 0.250
H -1.49292 -4.13815 2.36122 0.395
H -0.80422 -2.42703 2.42263 -0.337
H -0.44036 -3.55941 3.68370 0.371
H -0.50278 -5.07594 -0.11830 0.002
H 0.18500 -6.34288 0.90978 0.458
H 1.16573 -5.59468 -0.38046 0.265
H 2.93064 -4.41090 3.34910 0.250
H 2.48573 -5.94964 2.62640 0.373
H 1.42167 -5.24272 3.77794 0.386
O -2.37350 -4.72697 -2.32406 -0.618
C -1.76423 -3.82003 -1.81792 1.084
N -1.14642 -2.86507 -1.38306 -1.008
```

gap between HOMO and LUMO	0.215	hartree
net charge	0
LUMO energy	-0.97	eV

=====

C3H4ClNO | ωB97M-V/def2-TZVPD

```
10
Properties=species:S:1:pos:R:3:mulliken_charge:R:1
C -0.19743 0.31549 -1.79994 -0.681
C -0.28488 0.45850 -0.47927 0.369
Cl -1.05924 1.83593 0.24384 -0.227
C 0.33343 -0.58110 0.43577 0.529
N 0.23477 -0.34516 1.78530 -0.337
O 0.90768 -1.55783 -0.04456 -0.610
H 0.32329 -0.55812 -2.19740 0.295
H -0.65320 1.01517 -2.48588 0.285
H -0.21575 0.41966 2.17417 0.155
H 0.61133 -1.00253 2.36796 0.222
```

SMILES string	C=C(Cl)C(N)=O
gap between HOMO and LUMO	0.385	hartree
net charge	0
LUMO energy	0.46	eV

=====

Total energy readings, ordered: -3164.62076; -3605.57740; -2046.76404; -5575.88995; -706.90169 a.u.
Relative energy (zero: lowest compared OMol25 entry of this formula, charge and spin) readings, ordered: 69.5; 25.9; 0.0; 8.2; 0.0 kcal/mol